This record from the Open Molecules 2025 dataset describes a molecular structure, C26H54IO7PSi2 at a distorted geometry. The level of theory is wB97M-V/def2-TZVPD.

```
! wB97M-V def2-TZVPD RIJCOSX def2/J DEFGRID3
* xyz 0 1
I 2.850 3.247 3.920
P 6.196 0.907 -0.938
Si 2.693 1.692 2.016
Si 4.968 0.435 0.888
O -8.312 -2.941 0.297
O -10.231 -3.007 -3.874
O 7.674 0.117 -0.838
O 10.648 1.217 -3.924
O 12.255 2.095 -5.217
O -12.283 -2.616 -3.068
O 4.104 1.854 1.149
C -4.841 -0.953 1.910
C 5.223 0.129 -2.303
C -0.830 2.030 2.369
C -6.908 -2.530 2.158
C -7.069 -2.368 0.665
C -5.148 0.488 1.519
C -3.089 1.990 1.216
C 7.139 -3.628 1.981
C 6.012 0.047 2.399
C -4.140 1.118 0.538
C -12.509 -0.325 -3.555
C 6.779 1.335 2.778
C -8.502 -2.995 -1.103
C 7.017 -1.085 2.181
C -5.941 -1.534 2.828
C 11.662 3.178 -3.116
C 11.603 2.134 -4.216
C 1.242 2.072 0.891
C 10.926 2.492 -1.966
C 0.110 2.892 1.524
C -11.170 -2.276 -3.762
C 6.444 -2.336 1.500
C -1.800 1.228 1.495
C -11.340 -0.893 -4.359
C 9.962 1.580 -2.710
C -13.280 -1.587 -3.191
H 6.451 -4.291 2.492
H -6.989 -1.330 0.339
H 7.570 -4.175 1.150
H -10.429 -0.313 -4.247
H -6.169 0.604 1.173
H 11.143 4.073 -3.460
H 11.629 1.893 -1.385
H 5.343 -0.183 3.228
H -11.583 -1.001 -5.417
H -3.452 2.376 2.167
H -2.862 2.863 0.611
H 5.794 0.215 -3.218
H 7.874 -0.720 1.629
H 0.808 1.139 0.547
H 7.366 -1.385 3.165
H 6.081 2.095 3.110
H -9.130 -2.163 -1.428
H 7.952 -3.418 2.667
H -13.110 0.404 -4.093
H -13.985 -1.882 -3.972
H 12.693 3.419 -2.874
H 7.331 1.699 1.918
H -3.926 -0.921 2.493
H -4.709 1.706 -0.173
H 3.996 -0.651 0.593
H 7.676 -0.694 -1.378
H -13.815 -1.501 -2.249
H 1.638 2.592 0.023
H -5.095 1.070 2.436
H -7.566 -2.942 -1.657
H 4.281 0.655 -2.385
H -0.488 3.295 0.706
H -0.229 1.368 2.984
H -6.482 -0.705 3.273
H -2.058 0.316 2.021
H 2.594 0.316 2.546
H -9.001 -3.908 -1.405
H 5.379 -2.418 1.669
H 5.002 -0.909 -2.078
H 6.623 -2.270 0.431
H -7.893 -2.370 2.586
H -4.628 -1.581 1.051
H -5.440 -2.069 3.626
H -6.290 -2.946 0.161
H 9.032 2.087 -2.974
H -12.133 0.152 -2.648
H -6.646 -3.548 2.414
H -1.335 0.985 0.542
H 0.481 3.742 2.084
H -1.420 2.707 2.981
H -3.617 0.336 -0.005
H 9.724 0.682 -2.150
H 10.426 3.176 -1.283
H 7.479 1.124 3.580
*
```

Output
HOMO-LUMO gap: 0.317 hartree
HOMO level: -8.23 eV

This record from the Open Molecules 2025 dataset describes a molecular structure, C11H30N2P2Pd at a distorted geometry. The level of theory is wB97M-V/def2-TZVPD.

```
! wB97M-V def2-TZVPD RIJCOSX def2/J DEFGRID3
* xyz 0 3
Pd 0.014 0.205 -0.793
P 0.227 -2.034 -1.281
P 0.365 2.476 -1.170
N -0.541 -0.067 1.287
N 0.232 -0.544 2.310
C -0.079 3.038 -2.851
C -0.994 -3.103 -0.442
C 2.022 3.198 -0.932
C -0.708 3.426 -0.045
C -0.008 -1.578 4.588
C -1.823 -0.574 3.049
C 0.065 -2.436 -3.046
C -1.816 -0.087 1.725
C -2.972 0.333 0.910
C 1.840 -2.728 -0.809
C -0.518 -0.893 3.383
H 1.060 -1.788 4.535
H 2.629 -2.201 -1.356
H 0.622 2.588 -3.568
H 1.250 -0.517 2.260
H -3.692 -0.492 0.801
H -1.102 2.714 -3.092
H -0.347 3.272 0.979
H -0.720 -3.209 0.618
H -0.864 -2.000 -3.429
H 1.995 -2.592 0.269
H -3.499 1.162 1.404
H 0.302 0.367 -2.453
H -2.674 0.660 -0.100
H -2.687 -0.687 3.670
H 4.872 0.797 0.239
H 1.996 4.276 -1.155
H -1.737 3.056 -0.121
H 2.337 3.045 0.108
H -0.206 -0.974 5.482
H -1.008 -4.092 -0.926
H 0.044 -3.524 -3.180
H 2.739 2.704 -1.597
H -1.990 -2.644 -0.505
H -0.575 0.100 -2.398
H 0.915 -2.010 -3.587
H 1.870 -3.801 -1.056
H 4.408 1.047 0.773
H -0.674 4.496 -0.295
H -0.015 4.133 -2.917
H -0.551 -2.519 4.714
*
```

Output
HOMO-LUMO gap (spin up / spin down): 0.137 / 0.292 hartree
ΔE to the lowest compared entry with this formula, charge and spin: 0.0 kcal/mol
HOMO level (spin up / spin down): -3.04 / -7.40 eV

This record from the Open Molecules 2025 dataset describes a gas-phase ion, C13H14F13IO2P (charge +1) at a distorted geometry. The level of theory is wB97M-V/def2-TZVPD.

```
! wB97M-V def2-TZVPD RIJCOSX def2/J DEFGRID3
* xyz 1 1
I 1.123 4.432 0.151
P 0.504 1.002 -1.573
F 1.172 -3.976 -0.909
F 0.277 -4.346 1.375
F -1.872 -0.410 4.574
F -1.753 -3.417 2.257
F -1.889 -1.895 0.718
F -3.169 -1.307 3.078
F 0.083 -0.426 2.283
F 1.337 -2.459 1.410
F -0.961 -3.618 -1.017
F -1.390 1.689 3.140
F -3.487 1.195 2.845
F -2.056 0.737 1.272
F -0.190 -2.012 3.757
O -0.222 3.079 -3.734
O -2.241 2.041 -3.631
C -2.044 -0.616 3.260
C 2.790 1.882 -0.245
C 0.198 -3.089 -0.577
C -1.069 -2.439 1.647
C 2.159 1.698 -1.642
C 1.880 2.520 0.784
C 0.512 -1.787 -1.320
C 0.389 -0.488 -0.521
C -0.777 -1.375 2.733
C -0.231 0.761 -3.225
C -2.225 0.795 2.609
C -0.903 2.083 -3.562
C 0.204 -3.062 0.977
H 3.663 2.503 -0.383
H -0.972 -0.028 -3.154
H 3.088 0.901 0.116
H 2.426 2.720 1.690
H -0.297 1.968 -0.957
H 2.017 2.692 -2.064
H 1.226 -0.406 0.159
H -2.570 2.863 -3.246
H -0.110 -1.780 -2.204
H 1.527 -1.870 -1.686
H 1.027 1.906 1.047
H 2.809 1.166 -2.325
H 0.560 0.541 -3.928
H -0.540 -0.369 0.020
*
```

Output
HOMO-LUMO gap: 0.366 hartree
HOMO level: -12.93 eV

This record from the Open Molecules 2025 dataset describes 12 unconnected molecules or ions with the total composition C41H82O17 at a distorted geometry. The level of theory is wB97M-V/def2-TZVPD.

```
! wB97M-V def2-TZVPD RIJCOSX def2/J DEFGRID3
* xyz 0 1
O -1.758 -2.073 -4.692
O -4.391 -2.382 -2.243
O -2.727 -2.448 4.139
O 3.239 0.882 -4.139
O 2.153 5.030 -0.750
O -4.071 1.773 -3.082
O -0.430 0.684 -0.215
O 0.425 3.944 -1.781
O 5.280 1.257 1.113
O 0.571 -4.863 -0.901
O 1.980 3.262 4.107
O -4.939 -2.953 -0.174
O -1.575 -3.166 5.861
O 2.237 -1.381 2.797
O -7.103 -1.672 4.275
O 2.054 2.921 1.879
O 0.185 -2.791 -1.607
C -3.027 -1.460 -0.606
C 3.343 -0.954 3.047
C 1.058 7.037 -0.184
C 1.494 -4.344 0.130
C -1.537 -1.446 2.324
C -0.140 0.321 -2.540
C -5.345 -0.043 4.289
C 4.300 3.807 4.703
C 0.554 1.551 3.074
C -4.205 -2.363 -0.934
C -2.641 -3.037 5.316
C -5.427 -3.297 -2.714
C 1.949 -5.576 0.932
C 1.725 -0.008 -0.909
C -6.306 -1.033 3.619
C -3.721 1.847 -0.786
C 1.235 5.586 0.184
C -0.035 -4.003 -1.715
C -2.392 -1.132 -5.051
C -6.033 -1.398 2.189
C -5.037 -4.787 -2.733
C 3.656 -0.208 -4.513
C -1.403 -2.051 3.697
C 3.023 4.210 3.973
C 5.201 3.682 1.222
C -1.059 -4.575 -2.617
C -3.505 2.343 -2.175
C 0.291 0.369 -1.148
C 6.997 2.268 -0.007
C 3.655 0.318 3.817
C 4.570 -1.743 2.731
C 2.881 -1.508 -4.406
C -3.971 -3.607 5.747
C -2.550 3.496 -2.424
C 1.574 2.644 2.954
C 2.706 3.732 -2.588
C 1.579 4.205 -1.716
C 5.725 2.297 0.794
C -1.660 0.210 -5.278
C 5.126 -0.273 -5.010
C -3.940 -1.084 -5.212
H 1.777 -1.077 -1.035
H 5.359 -1.224 -5.464
H 4.866 3.042 4.178
H 1.080 -6.032 1.443
H -3.087 -0.595 -1.291
H 4.804 -2.394 3.596
H -4.562 -2.682 5.883
H 6.783 2.746 -0.931
H 1.845 -1.277 -4.219
H 3.493 3.336 -1.927
H 2.261 -3.893 -0.475
H -0.984 -1.408 4.487
H 0.466 1.386 4.139
H 7.762 2.869 0.488
H -2.646 3.877 -3.458
H 2.735 -5.321 1.622
H -4.202 -5.046 -3.387
H 2.998 -2.197 -5.266
H 3.348 -1.998 -3.567
H -0.763 -2.936 3.626
H -2.604 4.251 -1.613
H -5.425 -0.708 1.629
H -0.612 0.209 -5.067
H 0.525 7.160 -1.135
H 2.127 0.274 0.087
H -2.760 1.493 -0.340
H -5.747 0.150 5.264
H -4.912 -5.197 -1.725
H 2.012 7.491 -0.343
H 7.318 1.253 -0.133
H -2.053 -2.119 1.664
H -5.608 -2.947 -3.725
H 2.367 0.422 -1.673
H 3.803 1.125 3.113
H 4.085 3.393 5.727
H -6.312 -3.166 -2.078
H -4.038 2.689 -0.194
H -4.322 -2.085 -5.365
H 2.802 0.491 4.526
H -0.558 -1.213 1.895
H 2.646 5.190 4.289
H -4.478 1.066 -0.768
H -5.918 -5.299 -3.182
H 4.504 -2.366 1.887
H 5.013 4.598 4.739
H 2.332 -6.297 0.198
H -0.715 -5.267 -3.376
H -4.441 -0.560 -4.415
H 0.649 7.697 0.595
H -4.370 -0.528 4.382
H 5.424 -1.001 2.703
H -1.230 0.382 -2.675
H -2.200 1.002 -4.772
H 3.233 4.395 2.924
H 3.078 4.609 -3.099
H 4.153 3.666 1.031
H -2.077 -1.931 -0.828
H 2.318 3.011 -3.309
H -5.301 0.914 3.797
H -0.470 1.802 2.665
H -2.104 -0.481 2.345
H 0.969 -3.651 0.760
H 0.137 -0.660 -3.007
H -1.557 2.980 -2.367
H -3.840 -4.206 6.641
H -1.714 -5.210 -1.989
H -4.162 -0.516 -6.060
H -1.562 -3.760 -3.107
H 5.457 3.699 2.301
H 0.867 0.651 2.530
H -6.889 -1.600 1.605
H 5.714 4.453 0.626
H 0.338 1.082 -3.114
H 4.578 0.093 4.379
H 1.643 5.432 1.174
H 5.808 -0.136 -4.138
H -5.400 -2.284 2.189
H 5.285 0.586 -5.720
H -3.099 -1.164 0.437
H -4.385 -4.130 4.878
H 0.296 5.057 0.133
H -1.794 0.522 -6.307
*
```

Output
HOMO-LUMO gap: 0.351 hartree
ΔE to the lowest compared entry with this formula, charge and spin: 0.0 kcal/mol
HOMO level: -9.15 eV

This record from the Open Molecules 2025 dataset describes 2 unconnected molecules or ions with the total composition C2H5BrN at a distorted geometry. The level of theory is wB97M-V/def2-TZVPD.

```
! wB97M-V def2-TZVPD RIJCOSX def2/J DEFGRID3
* xyz 1 1
Br 3.411 0.286 -0.123
N -0.243 -0.825 0.285
C -0.966 0.470 -0.024
C -1.471 -0.908 -0.092
H -0.603 1.045 -0.851
H 0.521 -1.118 0.793
H 3.804 1.158 0.904
H -1.090 0.982 0.857
H -2.324 -1.496 -0.471
*
```

Output
HOMO-LUMO gap: 0.301 hartree
ΔE to the lowest compared entry with this formula, charge and spin: 36.3 kcal/mol
HOMO level: -14.39 eV

This record from the Open Molecules 2025 dataset describes a molecular structure, C20H28BaNO3P at a distorted geometry. The level of theory is wB97M-V/def2-TZVPD.

```
! wB97M-V def2-TZVPD RIJCOSX def2/J DEFGRID3
* xyz 0 1
Ba -0.355 0.073 0.438
P -1.285 1.872 -1.677
O -2.747 -3.291 2.341
O 0.725 -0.680 3.018
O -0.193 -2.125 1.512
N 3.712 0.661 -0.485
C -1.480 -1.435 3.461
C -1.616 -0.380 4.378
C 1.596 -2.294 -2.735
C 0.664 -2.247 -3.761
C 2.453 -1.525 -0.492
C -1.869 0.292 -2.435
C -2.795 -0.131 5.077
C -0.486 -1.476 -3.690
C -0.732 -0.729 -2.548
C -0.081 2.551 -2.751
C -2.641 -2.237 3.214
C 2.715 -0.160 0.160
C -2.611 2.935 -1.306
C -0.207 -1.418 2.600
C 4.254 1.679 0.403
C 0.240 -0.936 -1.649
C 1.405 -1.564 -1.571
C 3.340 1.192 -1.787
C -3.909 -0.936 4.863
C -3.832 -1.980 3.936
H -1.248 1.434 1.841
H -2.243 0.558 -3.436
H 2.969 -0.283 1.217
H 0.698 1.830 -3.024
H 2.506 1.921 -1.727
H -4.719 -2.600 3.783
H -4.831 -0.745 5.416
H -2.215 3.825 -0.802
H -1.904 -3.473 1.859
H 2.506 -2.848 -2.795
H -2.839 0.696 5.793
H -3.349 2.455 -0.654
H -0.762 0.276 4.561
H 5.101 2.171 -0.082
H -3.031 3.182 -2.272
H -0.409 1.767 1.820
H -1.190 -1.390 -4.497
H 3.041 0.386 -2.466
H -0.639 2.865 -3.630
H 3.511 2.450 0.670
H 0.849 -2.829 -4.649
H 1.839 0.493 0.166
H -2.734 -0.107 -1.849
H 0.401 3.412 -2.265
H 3.399 -1.857 -0.942
H 4.204 1.716 -2.218
H 4.600 1.202 1.326
H 2.225 -2.220 0.340
*
```

Output
HOMO-LUMO gap: 0.211 hartree
ΔE to the lowest compared entry with this formula, charge and spin: 56.6 kcal/mol
HOMO level: -5.98 eV

This record from the Open Molecules 2025 dataset describes 3 unconnected molecules or ions with the total composition C31H54F3N4O10P2 at a distorted geometry. The level of theory is wB97M-V/def2-TZVPD.

```
! wB97M-V def2-TZVPD RIJCOSX def2/J DEFGRID3
* xyz 1 1
P -3.331 0.529 3.066
P 2.914 1.238 4.399
F 0.241 3.754 3.328
F 1.381 2.774 0.328
F 1.425 5.104 2.116
O 4.313 0.497 4.634
O 3.198 2.816 4.461
O -0.246 -0.636 -2.646
O -3.443 2.848 -3.525
O 2.848 -3.181 -7.931
O -5.371 2.722 -2.359
O -4.862 1.162 -3.904
O 0.941 -2.128 -7.346
O 1.679 -3.900 -6.166
O 1.862 0.888 5.359
N -1.807 -0.519 -0.445
N 0.246 -0.253 -1.427
N -3.885 -2.558 -0.472
N 0.082 0.155 0.815
C -4.268 -1.616 0.598
C -2.190 0.915 1.589
C -0.515 -0.211 -0.360
C -1.812 2.559 -5.310
C -4.634 2.286 -3.181
C 4.345 -0.437 5.754
C -1.025 3.043 0.553
C 4.527 -4.926 -8.183
C 3.696 3.261 5.734
C 1.890 -0.445 2.463
C -1.177 -1.204 2.400
C 0.750 -2.715 -3.531
C -0.867 0.175 1.925
C 1.746 -2.983 -7.170
C 3.652 -1.737 5.342
C -0.417 -2.070 -2.737
C -1.259 -2.417 2.491
C -4.142 -0.149 0.179
C 0.676 4.058 2.132
C -2.032 2.469 1.587
C -2.733 1.884 -4.324
C 0.361 3.310 1.057
C -2.358 0.843 4.624
C 2.678 -4.896 -6.440
C -4.656 1.838 3.135
C 1.277 -0.688 1.095
C 5.240 3.358 5.746
C -2.728 0.441 0.233
C 2.308 1.009 2.707
C -3.876 1.120 -4.945
C 3.695 -4.108 -7.227
H 1.351 -3.356 -2.890
H -2.153 1.250 -3.643
H -1.856 2.804 2.606
H -3.780 -1.822 1.548
H 2.571 -1.639 5.368
H -1.421 -3.433 2.754
H 1.222 0.002 -1.415
H 5.388 -0.624 5.995
H 5.246 -5.540 -7.642
H 2.072 -0.552 0.360
H -4.288 1.609 -5.829
H -4.881 0.466 0.684
H 5.648 2.735 4.954
H 2.214 -5.698 -7.016
H -0.976 2.459 -0.366
H -5.002 2.133 2.146
H 5.067 -4.276 -8.871
H 5.581 2.988 6.711
H 1.381 -1.890 -3.866
H -1.195 1.825 -5.828
H 3.277 4.232 5.984
H -0.444 -2.554 -1.759
H -5.472 1.458 3.744
H 3.028 1.338 1.956
H -1.808 -0.079 4.815
H -1.160 3.268 -4.799
H -3.059 0.995 5.441
H 4.017 -2.565 5.947
H 1.005 -1.746 1.024
H -4.288 -3.463 -0.248
H -2.379 3.124 -6.050
H -0.457 0.716 2.777
H -4.287 2.735 3.643
H -5.331 -1.779 0.797
H 3.402 2.577 6.531
H -2.118 -0.575 -1.412
H -3.012 2.845 1.286
H 1.234 -0.760 3.276
H -1.360 -2.322 -3.216
H 3.889 -0.009 6.645
H 0.365 -3.247 -4.389
H 2.764 -1.095 2.534
H -3.619 0.092 -5.192
H 3.936 -1.901 4.300
H 5.577 4.373 5.549
H -1.424 4.012 0.244
H 3.080 -5.305 -5.515
H 1.408 1.619 2.673
H 3.898 -5.579 -8.790
H 4.345 -3.525 -6.567
H -4.437 -0.120 -0.878
H -1.626 1.648 4.519
H -2.887 -2.727 -0.374
H -2.761 1.331 -0.405
*
```

Output
HOMO-LUMO gap: 0.298 hartree
HOMO level: -10.29 eV